# 1
{
  "formula": "C5H11N3O",
  "method": "ωB97M-V with the def2-TZVPD basis set",
  "homo_lumo_gap_ev": 8.098,
  "lumo_ev": 0.844,
  "largest_force_ev_per_a": 3.5,
  "total_energy_ev": -11874.8654,
  "homo_ev": -7.3,
  "molar_mass_g_mol": 129.16,
  "elements": ["C", "C", "C", "C", "C", "N", "N", "N", "O", "H", "H", "H", "H", "H", "H", "H", "H", "H", "H", "H"],
  "coordinates": [[-0.2816, -1.2668, 0.6624], [-3.3496, 0.1331, 0.3160], [1.7267, -0.3555, -1.2154], [2.6890, 0.7979, 0.6056], [0.8205, -0.5755, 1.0413], [-1.3673, -1.4872, 0.1526], [-2.0874, -0.0623, -0.4944], [1.8765, -0.3412, 0.2365], [-1.3404, 0.9474, -0.6461], [-3.6981, 1.2138, 0.2376], [-4.0028, -0.7297, -0.0511], [-3.1128, 0.1400, 1.3320], [2.3550, 0.4166, -1.7291], [1.8739, -1.4046, -1.6669], [0.6150, -0.1901, -1.4138], [1.9987, 1.7488, 0.3347], [2.9418, 1.0673, 1.7287], [3.6554, 0.7906, -0.0223], [0.9853, -0.2687, 2.0089], [-2.2978, -0.5739, -1.4172]],
  "nbo_charge": [0.19, -0.44, -0.45, -0.43, -0.05, -0.37, 0.04, -0.41, -0.58, 0.23, 0.22, 0.21, 0.22, 0.21, 0.23, 0.18, 0.22, 0.22, 0.22, 0.34]
}


# 2
{
  "formula": "C5H11N3O",
  "method": "ωB97M-V with the def2-TZVPD basis set",
  "homo_lumo_gap_ev": [7.573, 7.575],
  "lumo_ev": [-0.151, -0.150],
  "largest_force_ev_per_a": 2.3,
  "total_energy_ev": -11874.5190,
  "homo_ev": [-7.7, -7.7],
  "molar_mass_g_mol": 129.16,
  "elements": ["C", "C", "N", "N", "C", "C", "C", "O", "N", "H", "H", "H", "H", "H", "H", "H", "H", "H", "H", "H"],
  "coordinates": [[1.1524, -0.3203, -1.6041], [0.2744, -1.9247, 0.9580], [1.0414, 0.4830, -0.3885], [0.2566, -0.4817, 1.0370], [-0.8797, 0.1941, 0.7697], [-0.4890, 1.3570, -0.2130], [-2.1102, 0.1089, 1.2840], [2.2767, 1.1306, -0.2202], [-1.1238, 1.4994, -1.3702], [2.1997, 1.5362, 0.6572], [-1.4733, 2.4511, -1.4824], [-0.2663, 2.2533, 0.3899], [1.9239, -1.0789, -1.4642], [0.1875, -0.7855, -1.7980], [1.4085, 0.3111, -2.4552], [-0.3475, -2.3152, 0.1443], [1.3039, -2.2792, 0.8630], [-0.1170, -2.3315, 1.8990], [-2.3403, -0.5822, 2.0858], [-2.8779, 0.7746, 0.9080]],
  "nbo_charge": [-0.47, -0.44, 0.08, -0.26, 0.08, 0.12, -0.48, -0.53, -0.87, 0.48, 0.34, 0.16, 0.21, 0.25, 0.24, 0.19, 0.21, 0.23, 0.20, 0.23]
}


# 3
{
  "formula": "C5H11N3O",
  "method": "ωB97M-V with the def2-TZVPD basis set",
  "homo_lumo_gap_ev": 9.773,
  "lumo_ev": 0.785,
  "largest_force_ev_per_a": 3.3,
  "total_energy_ev": -11880.4192,
  "homo_ev": -9.0,
  "molar_mass_g_mol": 129.16,
  "elements": ["C", "C", "C", "C", "C", "N", "N", "N", "O", "H", "H", "H", "H", "H", "H", "H", "H", "H", "H", "H"],
  "coordinates": [[0.3949, -0.7594, -1.2076], [0.9878, -0.5952, -2.5732], [1.2959, 1.3339, 1.1943], [-0.9569, -0.0296, 0.5430], [0.4457, 0.1113, 1.4100], [-1.6347, -1.2467, 0.8500], [-1.9105, 0.9822, 0.8526], [-0.4398, 0.1319, -0.7659], [0.7166, -0.7542, 2.2361], [0.5247, -1.7481, -0.7389], [-2.0145, -1.1161, 1.7879], [-0.9456, -1.9856, 0.9710], [-2.7843, 0.6594, 0.4410], [-1.6543, 1.7987, 0.3039], [2.0367, -0.9033, -2.5462], [0.9266, 0.4467, -2.8978], [0.4582, -1.2265, -3.2918], [0.7524, 2.1377, 0.6979], [2.1528, 1.0620, 0.5713], [1.6484, 1.7010, 2.1622]],
  "nbo_charge": [0.15, -0.67, -0.73, 0.28, 0.59, -0.83, -0.83, -0.44, -0.56, 0.16, 0.38, 0.37, 0.37, 0.36, 0.22, 0.23, 0.23, 0.23, 0.24, 0.24]
}


# 4
{
  "formula": "C5H11N3O2",
  "method": "ωB97M-V with the def2-TZVPD basis set",
  "homo_lumo_gap_ev": 9.752,
  "lumo_ev": 0.164,
  "largest_force_ev_per_a": 6.8,
  "total_energy_ev": -13924.2849,
  "homo_ev": -9.6,
  "molar_mass_g_mol": 145.16,
  "elements": ["C", "C", "C", "C", "C", "H", "H", "H", "H", "H", "H", "H", "H", "H", "H", "H", "N", "N", "N", "O", "O"],
  "coordinates": [[-1.2284, -2.1066, -1.9934], [-0.6261, -0.9027, -1.0652], [1.4669, 0.3646, -0.3613], [1.1066, 0.5169, 1.1210], [0.8066, 1.8862, 1.6445], [-2.0158, -2.7377, -0.2139], [-0.7933, -4.1135, -1.2291], [-1.8398, -1.6778, -2.7154], [-0.5548, -2.6134, -2.6442], [-2.3474, 0.0051, -0.4117], [1.5014, -1.2732, -1.5060], [2.4707, 0.0729, -0.7696], [1.3477, 1.4514, -0.7482], [1.7443, -0.2235, 1.8463], [0.0671, -0.0186, 1.1139], [-0.6598, 1.7447, 0.5579], [-1.8068, -3.2158, -1.3045], [-1.3548, -0.0687, -0.4582], [0.7178, -0.7713, -0.8152], [-0.2205, 2.5551, 0.9298], [1.3498, 2.3480, 2.6568]],
  "nbo_charge": [-0.29, 0.47, -0.22, -0.58, 0.77, 0.37, 0.34, 0.20, 0.20, 0.38, 0.40, 0.21, 0.21, 0.25, 0.28, 0.50, -0.79, -0.82, -0.62, -0.70, -0.56]
}


# 5
{
  "formula": "C5H11N3O2",
  "method": "ωB97M-V with the def2-TZVPD basis set",
  "homo_lumo_gap_ev": 10.035,
  "lumo_ev": 0.409,
  "largest_force_ev_per_a": 1.2,
  "total_energy_ev": -13927.7739,
  "homo_ev": -9.6,
  "molar_mass_g_mol": 145.16,
  "elements": ["C", "N", "C", "N", "C", "C", "O", "C", "N", "H", "H", "H", "H", "H", "H", "H", "H", "H", "O", "H", "H"],
  "coordinates": [[0.4625, -2.7948, 0.4139], [1.2184, -1.5674, 0.4718], [0.5804, -0.3772, 0.4513], [-0.6935, -0.2867, 0.4008], [-1.4094, 0.9648, 0.3957], [-2.7140, 0.7614, -0.3657], [-3.4622, -0.3083, 0.1725], [1.4583, 0.8065, 0.5157], [2.0884, 1.7684, 0.6419], [-0.1311, -2.8516, -0.5117], [1.1620, -3.6359, 0.4471], [-0.2342, -2.8703, 1.2622], [2.2310, -1.6356, 0.5095], [-1.6477, 1.2519, 1.4339], [-0.8452, 1.7967, -0.0621], [-3.3357, 1.6640, -0.3007], [-2.4881, 0.5761, -1.4308], [-2.8480, -1.0447, 0.2855], [3.8195, 2.7124, -1.8147], [3.0616, 2.1669, -2.0460], [3.7272, 2.9033, -0.8701]],
  "nbo_charge": [-0.41, -0.57, 0.34, -0.49, -0.27, -0.06, -0.72, 0.23, -0.30, 0.21, 0.21, 0.21, 0.41, 0.21, 0.19, 0.18, 0.15, 0.48, -0.95, 0.47, 0.48]
}


# 6
{
  "formula": "C5H11N3OS2",
  "method": "ωB97M-V with the def2-TZVPD basis set",
  "homo_lumo_gap_ev": 8.526,
  "lumo_ev": 0.246,
  "largest_force_ev_per_a": 0.4,
  "total_energy_ev": -33552.0812,
  "homo_ev": -8.3,
  "molar_mass_g_mol": 193.30,
  "elements": ["C", "C", "C", "C", "C", "H", "H", "H", "H", "H", "H", "H", "H", "H", "H", "H", "N", "N", "N", "O", "S", "S"],
  "coordinates": [[-4.1188, 0.4134, -0.6363], [-2.6908, 0.0816, -0.2773], [-2.2626, 0.0796, 1.1416], [2.1619, -1.3746, -0.1544], [3.7116, 0.5846, -0.0218], [-4.8069, 0.0184, 0.1188], [-4.2495, 1.5011, -0.6974], [-4.3914, -0.0189, -1.6041], [-1.9462, 0.4285, -0.9933], [-3.0225, 0.2747, 1.8960], [-1.2712, 0.4522, 1.3896], [0.6600, -2.5686, -0.7547], [0.5202, -0.9601, -1.3169], [1.6456, 0.6072, -0.0754], [3.0082, 2.0034, 1.2859], [4.5359, 2.2911, 0.6150], [0.8993, -1.5957, -0.6293], [2.4379, -0.0212, -0.0695], [3.6282, 1.8633, 0.5009], [4.7211, 0.0950, -0.4582], [-2.3189, -1.5643, 0.3903], [3.1489, -2.5909, 0.3503]],
  "nbo_charge": [-0.62, -0.29, -0.49, 0.26, 0.80, 0.22, 0.21, 0.22, 0.21, 0.22, 0.22, 0.42, 0.38, 0.40, 0.39, 0.40, -0.79, -0.68, -0.85, -0.57, 0.10, -0.15]
}


# 7
{
  "formula": "C5H11N3P",
  "method": "ωB97M-V with the def2-TZVPD basis set",
  "homo_lumo_gap_ev": 9.843,
  "lumo_ev": -3.735,
  "largest_force_ev_per_a": 3.5,
  "total_energy_ev": -19112.8269,
  "charge": 1,
  "homo_ev": -13.6,
  "molar_mass_g_mol": 144.14,
  "elements": ["C", "C", "C", "C", "C", "N", "N", "N", "P", "H", "H", "H", "H", "H", "H", "H", "H", "H", "H", "H"],
  "coordinates": [[0.8788, 0.1959, -1.0346], [-0.3827, 1.0365, 0.8558], [-0.4728, -0.3295, 1.4792], [1.0603, 2.5862, -0.3006], [-1.9386, -2.0211, 0.9755], [1.1469, -0.7125, -1.7427], [0.6123, 1.1854, -0.2488], [-0.8569, -1.4260, 0.6473], [0.8306, -2.2548, -2.4014], [-1.4143, 1.3590, 0.4501], [-0.1451, 1.7516, 1.5937], [0.4943, -0.6121, 1.8358], [-1.2497, -0.1567, 2.3302], [1.8016, 2.8172, -1.0465], [0.1591, 3.1003, -0.3653], [1.6122, 2.6864, 0.6991], [-2.7559, -1.7567, 1.6637], [2.2064, -2.6241, -2.2737], [-2.3160, -2.9027, 0.6104], [0.7295, -1.9223, -3.7271]],
  "nbo_charge": [0.76, -0.21, -0.27, -0.38, 0.00, -0.59, -0.42, -0.44, 0.63, 0.22, 0.23, 0.22, 0.20, 0.24, 0.22, 0.23, 0.16, 0.00, 0.18, -0.01]
}


# 8
{
  "formula": "C5H11N3Si",
  "method": "ωB97M-V with the def2-TZVPD basis set",
  "homo_lumo_gap_ev": 10.440,
  "lumo_ev": 0.772,
  "largest_force_ev_per_a": 2.7,
  "total_energy_ev": -17712.1212,
  "homo_ev": -9.7,
  "molar_mass_g_mol": 141.25,
  "elements": ["N", "N", "C", "C", "N", "C", "C", "C", "Si", "H", "H", "H", "H", "H", "H", "H", "H", "H", "H", "H"],
  "coordinates": [[1.8470, -1.1882, -0.1427], [2.6926, -0.0419, -1.9323], [2.8872, -0.9704, -0.9457], [1.4955, 0.3708, -1.6839], [0.9519, -0.3306, -0.6199], [-0.3790, 1.7785, 1.0089], [-0.8394, -1.0989, 1.7949], [-2.1101, -0.1516, -0.8739], [-0.5784, 0.0082, 0.2936], [3.8435, -1.4583, -0.7603], [1.0564, 1.1629, -2.2364], [0.6780, 2.1180, 1.0031], [-0.6564, 1.9673, 2.0216], [-1.0526, 2.4070, 0.4209], [-1.7579, -0.8093, 2.2875], [0.0580, -1.1420, 2.4491], [-0.9028, -2.0644, 1.2608], [-3.0358, 0.2288, -0.4911], [-1.8558, 0.3736, -1.7984], [-2.3418, -1.1599, -1.0557]],
  "nbo_charge": [-0.28, -0.47, 0.11, 0.17, -0.54, -1.12, -1.11, -1.09, 1.74, 0.20, 0.21, 0.25, 0.24, 0.23, 0.24, 0.26, 0.23, 0.24, 0.23, 0.24]
}